<one>
{
  "formula": "CH5NO2",
  "method": "wB97M-V/def2-TZVPD",
  "symbols": ["O", "O", "N", "C", "H", "H", "H", "H", "H"],
  "xyz": [[1.566, -0.827, -1.255], [0.477, 0.520, 1.570], [-1.103, 0.763, 0.075], [-0.287, -0.067, 0.883], [2.255, -0.169, -1.143], [-1.210, 1.678, 0.480], [-2.022, 0.395, -0.143], [1.068, -0.869, -0.421], [-0.744, -1.425, -0.046]],
  "total_charge": 0,
  "orbital_gap_ev": 10.200
}

<two>
{
  "formula": "CH5NO2",
  "method": "wB97M-V/def2-TZVPD",
  "symbols": ["O", "O", "N", "C", "H", "H", "H", "H", "H"],
  "xyz": [[-0.571, -0.988, 0.104], [-1.321, 1.517, -0.421], [1.353, 0.124, 0.213], [0.624, -1.072, 0.282], [-1.040, 1.465, -1.427], [2.349, 0.212, 0.398], [1.296, -1.887, 0.480], [0.858, 0.977, 0.122], [-1.543, 0.574, -0.223]],
  "smiles": "NC=O.O",
  "total_charge": 0,
  "orbital_gap_ev": 11.207
}

<three>
{
  "formula": "CH5NO2",
  "method": "wB97M-V/def2-TZVPD",
  "symbols": ["O", "O", "N", "C", "H", "H", "H", "H", "H"],
  "xyz": [[-1.250, 0.323, 0.644], [0.775, -1.032, -0.965], [-0.058, 0.202, 1.261], [0.024, -0.209, -1.523], [-0.709, -0.532, -2.249], [0.366, 1.183, 1.377], [0.567, -0.423, 0.656], [0.355, 0.789, -1.467], [-0.069, -0.302, 2.266]],
  "smiles": "[NH3+][O-].C=O",
  "total_charge": 0,
  "orbital_gap_ev": 9.572
}

Quick one: most stable of them? <two>